A 13-piece molecular cluster, C6H39N2O12 overall at a distorted geometry. Source: the OMol25 dataset; level of theory: the ωB97M-V functional and the def2-TZVPD basis.

Structure (XYZ):
```
59
C6H39N2O12, DFT the ωB97M-V functional and the def2-TZVPD basis
O 2.658 -3.752 0.954
H -1.527 -1.707 0.314
H 2.908 -1.641 -0.226
H -1.080 3.997 -1.083
H -3.427 -0.239 -1.457
O -1.879 -4.004 1.338
H 3.745 2.616 -2.536
C 1.209 -0.582 1.492
H 1.197 -3.513 2.946
H 2.339 -2.927 0.691
H -1.709 3.905 3.043
H 1.426 -1.682 1.387
O -0.528 4.431 -0.419
H -0.336 -3.120 -1.586
N 1.707 0.021 0.191
C -0.947 -0.665 0.198
H -1.303 3.497 -2.942
H -1.786 -1.261 2.301
H 2.920 -0.522 -1.516
H -1.663 -4.317 0.504
H 0.878 3.437 -0.062
C 2.877 -0.542 -0.408
H 1.009 2.259 -4.867
O 0.914 2.276 -3.998
O -1.280 -3.298 -1.322
H -0.628 2.105 -2.509
H -3.732 -2.069 0.919
H 2.355 3.300 0.666
O -1.260 2.818 -2.327
H 0.357 -0.461 -3.394
H -0.121 -4.059 2.435
H -1.211 -0.153 3.296
C -1.800 0.345 -0.314
H -0.358 5.256 -0.645
N -0.956 -0.765 2.586
H -0.215 -0.873 -0.522
O 1.815 3.270 -0.078
C -0.180 -0.174 1.392
H -3.778 -2.813 2.228
O 0.044 -0.898 -2.671
H -0.157 0.892 1.478
H -2.369 -4.778 1.804
H -1.908 -2.627 -1.884
O 2.961 3.133 -2.473
H 2.631 3.301 -1.584
O -3.818 -1.963 1.787
H 0.381 -0.411 -1.908
O -0.963 3.155 2.940
H -0.509 3.620 2.197
C -2.854 0.502 -1.024
H 3.851 -0.073 -0.129
H 1.829 2.663 -3.604
H 1.851 -0.205 2.431
H -0.422 -1.511 3.173
H -1.509 1.417 0.073
H -3.339 1.558 -1.207
O 0.295 -3.298 2.901
H 3.635 -3.909 0.866
H 1.757 1.038 0.163
```

Output
Gap between HOMO and LUMO = 9.7247 eV
Lowest unoccupied orbital energy = -0.0828 Eh
Energy = -34395.64451 eV
Energy relative to the best compared isomer or geometry (same formula, charge and spin) = 6.489 eV
Charge = +1